ORCA calculation (wB97M-V/def2-TZVPD) on a structure of composition C16H25ClI2LaN3P2 at a distorted geometry.

Properties
* F_max: 7.9 eV Å⁻¹
* calculated total energy: -69613.3420 eV
* lowest unoccupied orbital energy (alpha / beta): -10.496 / -10.487 eV
* charge: +2
* highest occupied orbital energy (alpha / beta): -14.1 / -14.1 eV

Structure (XYZ):
```
50
Properties=species:S:1:pos:R:3:forces:R:3
La 0.002267 -0.112899 -2.188279 -0.117 -0.022 -0.335
I 0.000523 2.767940 -2.240994 -0.048 1.383 0.350
I -0.006599 -3.010495 -2.074580 -0.132 -1.436 -0.095
Cl 0.000004 -0.221367 -4.903788 0.017 0.020 0.442
P 2.577662 -0.112205 -2.572805 2.850 -0.053 -1.029
P -2.575360 -0.128785 -2.571640 -2.720 -0.056 -1.090
N 0.147059 -0.139699 2.517703 1.354 -2.422 -3.134
N 0.146456 -0.302145 0.289042 0.587 -1.075 0.455
N -0.791848 1.652557 9.006800 -0.910 1.593 6.211
C -0.426259 1.009430 6.531947 0.000 0.005 0.647
C 0.886982 -1.406569 0.809212 -0.714 1.119 -0.555
C -0.635297 1.381387 7.949199 1.035 -1.863 -7.592
C 3.051183 1.282095 -3.542825 -0.581 1.036 -0.188
C 3.293280 -0.038431 -0.965727 -0.555 0.131 1.044
C -3.065856 -1.589789 -3.428210 0.544 -1.041 -0.088
C 0.774331 -0.271969 4.863807 0.396 -0.147 0.261
C 0.905375 -1.340581 2.127467 -1.616 2.782 0.973
C -3.287746 -0.061073 -0.962773 0.585 0.031 1.141
C -0.271268 0.396537 1.318149 0.863 -0.789 1.939
C -1.238686 1.523161 5.516144 -0.274 0.339 0.152
C -3.055858 1.265728 -3.540244 0.567 1.011 -0.174
C 0.588838 0.107429 6.198805 0.016 -0.099 -0.197
C -1.037155 1.153735 4.187082 -0.341 0.194 -0.100
C 3.079041 -1.572850 -3.426800 -0.571 -1.028 -0.114
C -0.032121 0.249503 3.842730 -0.393 0.681 1.920
H 2.959862 -2.462275 -2.792777 0.165 0.306 -0.187
H -2.991580 -0.931500 -0.357353 -0.219 0.164 -0.244
H -1.698954 1.569121 3.413332 0.310 -0.211 0.444
H -2.457044 1.345321 -4.459485 -0.245 -0.167 0.237
H -4.360834 -0.065364 -1.142675 -0.331 0.016 0.147
H 3.009114 -0.904888 -0.355181 0.266 0.201 -0.242
H 4.121956 -1.379795 -3.656286 0.429 -0.102 -0.197
H 2.446128 1.363634 -4.457539 0.249 -0.163 0.225
H 1.237226 -0.307180 6.985453 -0.384 0.232 -0.511
H -2.949010 -2.477145 -2.791188 -0.167 0.299 -0.180
H -2.939483 2.198398 -2.972093 -0.169 -0.304 -0.155
H 1.338727 -2.173355 0.211883 -0.167 0.007 -0.193
H 4.090766 1.079382 -3.778385 0.426 0.084 -0.213
H -4.107061 -1.399676 -3.665596 -0.446 -0.104 -0.210
H -0.843681 1.295383 1.244868 -0.143 0.384 0.063
H -2.046714 2.223536 5.782702 0.507 -0.432 -0.247
H 1.590427 -0.979456 4.665519 -0.451 0.413 -0.040
H 1.348076 -1.981385 2.821667 0.407 -0.680 0.983
H 2.937916 2.212980 -2.970914 0.171 -0.305 -0.158
H -4.096800 1.061409 -3.768623 -0.429 0.088 -0.212
H -2.472064 -1.741112 -4.341423 -0.236 0.183 0.222
H -2.986839 0.854598 -0.429679 -0.260 -0.206 -0.266
H 4.363842 -0.033676 -1.144890 0.425 0.029 0.075
H 2.492195 -1.723694 -4.344774 0.239 0.174 0.225
H 2.984880 0.876096 -0.435986 0.212 -0.206 -0.207
```
Forces are in eV/Å.